# 1
A molecular structure, C9H21IMnNOP2Se in a non-equilibrium geometry, computed with ωB97M-V/def2-TZVPD.

For the energy above the lowest of the compared OMol25 structures with the same formula, charge and spin, the calculation gives 123.9 kJ/mol. The net charge is +3. Its spin multiplicity is 4. The value obtained for the LUMO energy (spin up / spin down) is -12.841 / -13.330 eV. As for the energy: -5017.129248 Eh. As for the expectation value of S²: 3.85. The highest occupied orbital energy (spin up / spin down) is -19.73 / -19.87 eV.

Geometry (Å):
C 0.154 -0.215 -2.382
I -2.228 -0.584 -1.987
H 0.880 -0.384 -1.570
H 0.255 0.783 -2.779
H 0.414 -0.891 -3.217
Mn -0.747 -0.037 -0.166
P 0.025 2.163 -0.168
C -1.405 3.254 -0.546
C 0.680 2.913 1.366
H 0.695 4.002 1.254
H 1.496 3.736 -1.307
H 1.701 2.558 1.560
H 2.303 2.164 -1.044
H -2.234 3.026 0.142
H 0.076 2.646 2.237
C 1.361 2.650 -1.331
H -1.151 4.323 -0.456
H 1.138 2.352 -2.361
H -1.749 3.048 -1.568
P 0.073 -2.214 0.193
C -1.257 -3.507 0.056
C 1.281 -2.587 -1.161
H 1.931 -2.402 1.723
H 0.978 -3.937 1.730
H 0.363 -2.476 2.586
C 0.918 -2.836 1.707
H 2.213 -2.030 -0.938
H 1.447 -3.671 -1.198
H -0.826 -4.485 0.359
H -1.679 -3.546 -0.967
H 0.902 -2.252 -2.143
H -2.040 -3.204 0.778
C -2.359 0.525 0.702
O -3.086 0.763 1.597
Se -0.180 0.232 4.649
C -0.209 0.108 2.923
N -0.136 0.012 1.728

# 2
A molecular structure, C9H21INOP2SeSm in a non-equilibrium geometry, computed with ωB97M-V/def2-TZVPD.

The net charge is +2. Its spin multiplicity is 6. The value obtained for the LUMO energy (spin up / spin down) is -8.204 / -7.842 eV. As for the energy: -4524.745219 Eh. As for the expectation value of S²: 8.78. The highest occupied orbital energy (spin up / spin down) is -13.98 / -14.04 eV.

Geometry (Å):
C 3.003 -3.787 -1.457
I 2.123 -1.863 -0.677
H 2.242 -4.557 -1.598
H 3.722 -4.045 -0.676
H 3.493 -3.501 -2.390
Sm -0.530 -0.378 -0.163
P -0.134 -0.676 2.599
C 1.286 -0.445 3.693
C -1.549 -0.227 3.667
H -1.500 -0.767 4.624
H -0.373 -2.885 3.605
H -2.475 -0.493 3.137
H -1.250 -2.766 2.052
H 1.414 0.629 3.880
H -1.531 0.860 3.827
C -0.318 -2.508 2.576
H 1.135 -0.970 4.646
H 0.537 -2.957 2.053
H 2.185 -0.829 3.196
P -0.512 1.412 -2.324
C 0.783 2.430 -3.074
C -0.770 0.108 -3.602
H -2.890 1.822 -2.299
H -2.092 2.674 -3.671
H -1.958 3.318 -1.979
C -2.016 2.417 -2.604
H -1.631 -0.511 -3.305
H -0.984 0.566 -4.577
H 0.502 2.743 -4.089
H 1.713 1.849 -3.109
H 0.130 -0.517 -3.670
H 0.943 3.316 -2.447
C 1.390 1.119 0.317
O 2.370 1.701 0.512
Se -2.767 3.926 1.562
C -2.090 2.412 1.067
N -1.601 1.377 0.700

# 3
A molecular structure, C9H21N3O2SSeSiTl in a non-equilibrium geometry, computed with ωB97M-V/def2-TZVPD.

For the energy above the lowest of the compared OMol25 structures with the same formula, charge and spin, the calculation gives 105.5 kJ/mol. The net charge is -1. The value obtained for the LUMO energy is 2.733 eV. As for the energy: -3932.039639 Eh. The highest occupied orbital energy is -3.91 eV.

Geometry (Å):
Tl -1.266 -1.887 -2.246
N -0.898 -2.709 0.174
C -1.875 -2.261 1.130
C -2.598 -0.978 0.563
O -3.371 -0.400 1.365
O -2.484 -0.666 -0.682
H -0.500 -3.597 0.418
H -0.102 -1.996 0.021
H -1.452 -1.992 2.116
H -2.715 -3.021 1.170
C 2.152 -1.850 1.475
Si 2.919 -1.324 -0.124
C 4.141 0.037 0.188
C 3.698 -2.776 -1.029
Se 1.357 -0.552 -1.707
H 2.952 -1.820 2.219
H 1.710 -2.802 1.665
H 1.378 -1.077 1.684
H 5.080 -0.088 0.710
H 3.570 0.661 0.850
H 4.421 0.630 -0.645
H 4.810 -2.792 -0.984
H 3.422 -2.639 -2.050
H 3.219 -3.686 -0.608
S -1.181 1.134 -3.163
C -1.547 1.941 -1.721
N -2.718 2.506 -1.539
C -3.113 3.292 -0.389
C -2.214 2.901 0.868
C -0.713 2.839 0.467
N -0.598 2.019 -0.714
H -3.393 2.357 -2.311
H -4.169 3.107 -0.241
H -2.907 4.349 -0.639
H -2.529 1.929 1.208
H -2.286 3.678 1.622
H -0.076 2.383 1.254
H -0.277 3.859 0.402
H 0.153 1.293 -0.776

# 4
2 unconnected molecules or ions with the total composition C9H21NOP in a non-equilibrium geometry, computed with ωB97M-V/def2-TZVPD.

For the energy above the lowest of the compared OMol25 structures with the same formula, charge and spin, the calculation gives 134.6 kJ/mol. The net charge is +1. The value obtained for the LUMO energy is -4.898 eV. As for the energy: -826.529932 Eh. The highest occupied orbital energy is -13.44 eV.

Geometry (Å):
C -1.665 1.283 0.088
C -0.879 2.377 0.693
C -3.105 1.565 -0.204
C -2.466 -1.895 0.787
C -0.728 -2.023 -0.999
C 3.186 1.178 0.201
C 3.569 -1.080 -0.748
C -1.739 -1.153 -0.254
C 2.493 0.016 -0.474
N -1.125 0.150 0.152
O 1.567 -0.701 0.269
P 0.912 -0.231 1.606
H 0.178 1.978 0.874
H -1.365 2.582 1.650
H -0.931 3.294 0.181
H -3.253 2.538 0.233
H -3.204 1.234 -1.250
H -3.623 0.850 0.427
H -2.888 -2.826 0.388
H -1.817 -2.384 1.658
H -3.240 -1.299 1.137
H -0.131 -1.476 -1.729
H -1.241 -2.728 -1.547
H -0.046 -2.622 -0.331
H 2.696 2.029 0.504
H 3.694 0.707 1.028
H 4.024 1.402 -0.458
H 3.863 -1.391 0.208
H 4.544 -0.713 -1.191
H 3.315 -1.919 -1.318
H -2.422 -0.840 -1.036
H 1.784 0.335 -1.283
H 0.250 -1.373 1.825